[1]
43
Properties=species:S:1:pos:R:3 method="wB97M-V/def2-TZVPD" lumo_energy_ev=-1.15 de_lowest_kcal_mol=0.00 orbital_gap_ha=0.26076
Cl -1.0472 -1.6961 -6.5640
S 0.8250 -0.7056 2.9780
O 0.4768 3.4463 3.8148
O 2.2459 2.1272 0.8336
O -0.2762 -1.6034 -1.4544
O 2.1586 4.7313 4.5795
O 1.8093 0.5673 5.0913
O -3.2057 -5.6379 -6.8037
O -2.6863 -3.7806 -7.8638
N 2.1649 1.4986 3.0291
C -1.1408 -3.3257 -0.3310
C 0.8539 6.6823 3.9157
C 1.6441 3.6663 3.9841
C 0.0070 -1.4231 -0.1428
C 1.1238 0.1118 1.4620
C 1.6736 0.5681 3.9050
C 1.2389 5.7316 5.0386
C -1.4008 -3.1775 -2.8888
C -0.5167 -2.4786 0.5887
C 1.8821 1.3486 1.6812
C -2.5043 -4.7353 -4.3418
C -1.5084 -2.7764 -5.2713
C 0.7398 -0.2654 0.2215
C 2.7541 2.7160 3.5300
C -2.1126 -4.3660 -3.0772
C -2.2232 -3.9600 -5.4729
C -1.1039 -2.3943 -4.0056
C -0.9702 -2.7509 -1.5781
C -2.7385 -4.5304 -6.7670
H 0.3509 5.2349 5.4413
H 1.7423 7.1414 3.4892
H -0.4516 -2.6109 1.6485
H 3.3155 3.1799 2.7142
H 0.2045 7.4603 4.3060
H 3.4161 2.4967 4.3701
H 0.3249 6.1421 3.1344
H 1.0247 0.3943 -0.5892
H -2.2555 -2.9184 -7.7188
H -2.3526 -4.9927 -2.2343
H -1.6510 -4.2399 -0.1095
H -0.5507 -1.4774 -3.8737
H 1.7701 6.2538 5.8363
H -3.0503 -5.6523 -4.5055

=====

[2]
8
Properties=species:S:1:pos:R:3 method="wB97M-V/def2-TZVPD" spin_multiplicity=3 lumo_energy_ev="0.20 / -1.07" de_lowest_kcal_mol=32.42 orbital_gap_ha="0.23118 / 0.31096"
S -1.3678 0.1573 0.3316
S 1.0347 1.2983 0.3609
F 0.6800 -1.2050 1.4534
C -0.5184 1.5164 -0.3724
C 0.2387 -0.1068 0.9001
H 0.0766 -2.2510 -1.2719
H -0.8611 2.4876 -0.4265
H 0.7175 -1.8968 -0.9753

=====

[3]
21
Properties=species:S:1:pos:R:3 method="wB97M-V/def2-TZVPD" smiles=B[C@@H]1C[C@H]2CC[C@@H]1C2 lumo_energy_ev=0.51 de_lowest_kcal_mol=18.79 orbital_gap_ha=0.38448
C 1.8194 -0.3717 -0.3530
C -0.0783 1.0535 0.2857
C 1.2424 1.1758 -0.5689
C -1.1051 0.2519 -0.5226
C 0.7098 -1.0209 0.4013
C -0.5072 -1.2309 -0.5593
C 0.2753 0.0351 1.3734
B -2.4947 0.2808 0.1040
H 1.1550 -1.8553 0.9501
H -0.3401 -1.5617 -1.6715
H 1.9019 1.9827 -0.0103
H 2.7743 -0.1537 0.2090
H -2.9061 0.8723 1.1716
H 1.0809 0.3130 2.0249
H 1.0936 1.7473 -1.5797
H -1.2426 -2.0324 -0.1810
H 2.0046 -0.6617 -1.4165
H -0.7541 -0.2755 1.7323
H -1.2920 0.6633 -1.5001
H -3.4206 -0.2618 -0.4527
H -0.3976 2.0740 0.6202

=====

[4]
71
Properties=species:S:1:pos:R:3 method="wB97M-V/def2-TZVPD" smiles="O=S1(=O)OCCO1.O=S1(=O)OCCO1.O=S1(=O)OCCO1.O=S1(=O)OCCO1.O=S1(=O)OCCO1.NC(N)=O.NC(N)=O" lumo_energy_ev=-0.02 de_lowest_kcal_mol=24.03 orbital_gap_ha=0.34442
S 0.4605 -0.9642 1.0807
S -0.4146 3.3660 -4.4592
S 4.3400 1.8099 3.7836
S 0.4167 -2.4567 -4.2466
S -4.3125 -1.3914 3.2848
O 0.2876 4.4533 -5.0930
O -1.6228 2.8452 -5.0155
O -0.5132 3.6010 -2.8528
O 1.3467 -3.3145 -3.5807
O -5.3640 -2.2382 3.7224
O -1.0964 -2.8808 -3.7970
O -3.4887 -1.9000 2.2258
O 0.5856 -1.0425 -4.1851
O 3.0626 1.4337 4.7346
O -0.2810 -0.6192 2.2642
O 1.8030 -0.4892 0.9154
O -4.7358 0.1300 2.9563
O -0.1016 2.2238 1.2375
O -0.4387 -0.6625 -0.2717
O 3.9716 2.6661 2.6880
O 0.1901 -2.9167 -5.7831
O 0.4352 -2.5515 0.7629
O 5.3788 2.2645 4.6673
O 0.6161 2.1255 -4.3690
O 4.2000 -2.4977 -0.2639
O 4.5800 0.3453 3.1909
O -3.4074 -0.9371 4.5281
N 5.3433 -0.5406 -0.3968
N -2.3401 1.6366 1.2099
N 3.3592 -0.8102 -1.5123
N -1.6560 3.6284 0.3605
C -3.7004 0.4162 4.9661
C 0.3569 2.6923 -2.1373
C 4.2826 -1.3286 -0.6565
C -1.4055 -1.6729 -0.5227
C 3.6349 -0.6126 3.7109
C -2.0169 -2.7077 -4.8513
C -1.2637 2.4521 0.9123
C -0.8069 -2.9103 0.1875
C -1.1832 -2.6333 -6.1487
C 2.5016 0.1944 4.3106
C 1.3665 2.1730 -3.1575
C -4.9593 0.7972 4.2032
H 5.4302 0.3838 -0.7690
H -2.6332 -3.6016 -4.9147
H -0.9300 4.3211 0.3031
H -2.8212 1.0204 4.7470
H -3.2475 1.9407 0.9247
H 3.3102 -1.2858 2.9194
H -1.4378 -3.3450 -6.9276
H 2.0438 -0.4000 5.1003
H -2.3034 -1.3916 0.0391
H -1.6936 -1.6971 -1.5687
H 1.7236 1.1750 -2.9256
H 6.0338 -0.9263 0.2211
H 2.1790 2.8751 -3.3573
H -1.1657 -1.6282 -6.5701
H 1.7175 0.4206 3.5868
H 0.8053 3.1456 -1.2570
H -3.8012 0.2608 6.0398
H -1.4324 -3.2866 0.9958
H 2.6348 -1.4813 -1.7058
H -0.2360 1.8472 -1.7850
H -0.7357 -3.6853 -0.5767
H -2.6279 3.8484 0.4442
H 4.1911 -1.2253 4.4213
H -2.5731 -1.7776 -4.7531
H 3.3068 0.1611 -1.7368
H -5.8909 0.4087 4.6202
H -5.0912 1.8608 4.0259
H -2.1659 0.8865 1.8562

=====

Sequential molecular weight output: 435.84 110.18 107.99 740.70 g/mol
Sequential maximum force output: 0.02747 0.04991 0.09413 0.04796 hartree/bohr